215
Properties=species:S:1:pos:R:3:forces:R:3:lowdin_spin:R:1 method="wB97M-V/def2-TZVPD" s_squared=2.01 spin_multiplicity=3 charge=-1 e_lumo_ev="1.983 / 0.791"
Cu 0.24201 3.80656 -1.16213 -1.141 -1.924 -0.178 0.5473
C -3.76907 2.71900 -2.52910 -0.654 0.297 -0.185 0.0041
C -2.38058 3.01987 -2.99032 1.893 0.719 1.356 0.0243
O -1.76404 4.06999 -2.26933 1.190 0.060 0.606 0.3493
H -4.15898 1.95421 -3.20079 -0.356 -0.209 0.275 0.0002
H -4.43645 3.57959 -2.57461 0.081 0.254 -0.336 -0.0001
H -3.80339 2.42894 -1.47896 0.246 -0.407 -0.073 0.0000
H -2.28435 3.19628 -4.06164 -0.332 0.138 -0.373 0.0032
H -1.74428 2.16387 -2.76563 -0.011 -0.725 -0.180 0.0124
C -1.92778 0.61847 0.88205 0.624 -0.106 -0.338 0.0010
C -0.46950 0.56939 0.30222 -0.472 2.365 1.687 0.0049
C -0.29259 -0.63928 -0.52627 -0.012 -0.586 -0.539 0.0019
O -0.00347 1.80083 -0.20272 -0.342 -0.815 -0.425 0.0278
H -2.25398 -0.36067 1.23273 0.020 -0.397 -0.147 0.0000
H -2.62591 0.93911 0.10880 -0.069 0.208 -0.063 0.0001
H -2.02943 1.24092 1.77104 0.201 0.483 -0.247 0.0003
H 0.14118 0.31077 1.16726 0.386 0.168 0.856 0.0036
H -0.61521 -1.51976 0.02941 -0.237 -0.127 0.069 0.0009
H 0.78392 -0.76916 -0.63745 -0.004 -0.034 -0.916 0.0010
H -0.91075 -0.54488 -1.41905 0.443 -0.291 -0.590 0.0002
C -1.64536 4.81603 1.57141 0.242 0.335 -1.404 0.0027
O -0.37873 4.49015 0.91571 -0.650 0.377 1.424 0.0128
C 0.69482 5.05941 1.67110 0.150 -0.191 0.343 0.0228
C 2.02611 4.37589 1.35880 -1.435 0.180 0.363 0.0347
N 2.25230 4.36332 -0.08414 0.197 0.009 0.329 0.0166
C 3.62288 3.88194 -0.31587 0.210 1.149 -1.659 0.0309
C 4.67421 5.00159 -0.07294 -0.247 -1.297 0.185 0.1197
O 4.30955 6.24058 -0.63984 -0.174 0.179 0.415 0.0142
C 4.88335 7.35293 0.05811 -1.131 0.232 -0.619 0.0983
H -2.44783 4.33790 1.00968 0.240 -0.166 0.027 -0.0002
H -1.79793 5.89253 1.49418 -0.011 0.210 -0.037 0.0013
H -1.72172 4.57769 2.63229 0.540 -0.499 -0.035 0.0006
H 0.50992 5.01380 2.74434 -0.155 -0.680 0.233 0.0042
H 0.70165 6.14350 1.55798 0.338 0.287 -0.753 0.0142
H 2.04384 3.34322 1.70720 -0.324 -0.045 -0.091 0.0065
H 2.78007 4.88997 1.95493 0.331 0.269 -0.210 0.0382
H 2.38884 5.32695 -0.35410 -0.495 0.672 -0.225 0.0028
H 3.68538 3.70481 -1.38957 0.034 -0.609 -0.009 0.0022
H 3.87226 2.98767 0.25526 -0.080 0.014 -0.030 0.0368
H 5.55082 4.63841 -0.60936 0.545 -0.015 0.499 0.0352
H 4.81324 5.06021 1.00656 0.476 0.371 0.035 0.0455
H 4.55766 8.23473 -0.49367 0.325 0.036 -0.337 0.0094
H 5.97104 7.32256 0.12215 -0.035 -0.189 0.113 0.0154
H 4.38494 7.49772 1.01662 0.395 -0.406 0.478 0.0324
C -0.97629 -1.82404 3.85099 -0.620 0.281 1.161 0.0039
O -1.30306 -2.50951 5.05314 -0.519 -0.841 0.181 0.0025
C -0.81267 -3.81836 5.16057 0.411 -1.476 0.644 0.0044
C -1.56890 -4.69177 6.20285 0.627 2.379 0.573 0.0007
N -1.33158 -4.21705 7.56884 1.217 -0.688 -0.406 0.0002
C -2.09485 -4.98664 8.52083 0.249 1.109 0.171 0.0002
C -1.73181 -4.44147 9.91533 -1.870 -0.503 -0.121 0.0002
O -2.20877 -3.08203 9.97200 1.142 -2.125 -1.430 0.0010
C -2.56790 -2.59285 11.19786 0.409 1.648 0.660 0.0006
H 0.08893 -1.89205 3.63014 -0.033 -0.078 -0.303 0.0050
H -1.24037 -0.80458 4.13213 0.223 0.208 -0.550 0.0006
H -1.65200 -2.15127 3.06077 0.416 -0.105 -0.373 0.0004
H 0.25295 -3.76761 5.38409 0.222 -0.073 0.417 0.0018
H -0.84485 -4.47723 4.29283 -0.411 0.629 -1.000 0.0016
H -1.23856 -5.73008 6.17293 -0.069 0.032 -0.342 0.0002
H -2.63124 -4.57773 5.98718 -0.408 -0.476 -0.402 0.0001
H -1.62804 -3.26349 7.72027 0.143 0.281 -0.495 0.0001
H -1.95775 -6.06244 8.41147 0.377 -0.008 0.138 0.0000
H -3.11298 -4.75325 8.20931 -0.866 -0.446 0.998 0.0000
H -0.67639 -4.57777 10.15113 0.213 0.509 -0.295 0.0000
H -2.27396 -5.01441 10.66760 -0.200 -0.158 0.198 0.0000
H -1.90029 -2.79184 12.03619 0.408 -0.485 -0.070 0.0000
H -3.57558 -2.83507 11.53549 -0.276 -0.051 -0.264 0.0000
H -2.41735 -1.53739 10.97104 -0.779 0.450 0.873 0.0002
C -4.16600 -0.53990 -2.19026 -0.232 -0.923 0.510 0.0003
O -4.93513 -0.90983 -3.34656 -0.971 2.081 1.252 0.0000
C -4.16086 -1.45539 -4.33337 1.615 -0.749 -0.396 0.0000
C -4.85619 -1.68295 -5.65957 -1.090 -1.264 0.559 0.0000
N -5.91699 -2.72433 -5.42324 -0.319 0.129 -0.688 0.0000
C -6.83981 -3.02557 -6.56584 -0.457 0.599 1.807 0.0000
C -7.96714 -4.07948 -6.17205 1.350 0.196 -0.096 0.0000
O -8.71439 -3.88083 -4.97488 1.050 0.897 -0.430 0.0000
C -9.51477 -4.97560 -4.63926 -0.693 0.281 0.543 0.0000
H -4.69029 0.11731 -1.49651 -0.689 -0.220 -0.386 0.0000
H -3.21606 -0.01939 -2.31191 0.122 -0.080 -0.997 0.0003
H -3.94658 -1.47167 -1.66896 0.190 -0.088 0.300 0.0000
H -3.81586 -2.42476 -3.97364 0.158 -0.583 -0.129 0.0000
H -3.24148 -0.87744 -4.42729 0.116 0.310 -0.518 0.0000
H -4.11982 -2.12266 -6.33228 0.015 0.249 -0.208 0.0000
H -5.29535 -0.77089 -6.06377 0.157 0.268 -0.188 0.0000
H -6.53542 -2.27438 -4.76355 -0.055 -0.230 0.616 0.0000
H -6.27223 -3.36698 -7.43152 -0.130 -0.394 0.069 0.0000
H -7.31574 -2.08635 -6.84771 -0.318 0.155 -0.360 0.0000
H -7.42933 -5.01827 -6.03962 -0.093 -0.356 -0.374 0.0000
H -8.67334 -4.09704 -7.00215 0.022 -0.342 -0.277 0.0000
H -10.14935 -4.59850 -3.83727 -0.257 -0.115 -0.105 0.0000
H -9.02366 -5.85253 -4.21748 0.705 -0.003 -0.196 0.0000
H -10.13388 -5.31129 -5.47119 -0.140 0.035 -0.205 0.0000
C -0.79420 0.14034 -5.95699 0.077 0.558 0.247 0.0002
O -0.83180 -0.90501 -5.02185 0.418 -1.110 -0.165 0.0001
C -0.83465 -2.19053 -5.66138 -0.732 -0.194 0.052 0.0001
C -0.59172 -3.41406 -4.75709 -0.173 0.621 0.249 0.0001
N 0.80925 -3.73398 -4.51149 -0.685 -0.062 -0.985 0.0001
C 1.52418 -2.61248 -3.94478 0.112 -0.241 0.104 0.0003
C 2.91677 -2.98858 -3.55137 0.844 -0.018 0.328 0.0008
O 3.76784 -3.07217 -4.71495 -1.598 0.230 0.793 0.0007
C 5.11141 -3.23831 -4.40153 0.501 0.541 -0.129 0.0010
H -1.49721 -0.01000 -6.77630 -0.091 -0.119 -0.194 0.0001
H 0.21088 0.30886 -6.34367 0.210 -0.284 -0.272 0.0001
H -1.05387 1.07350 -5.45709 -0.172 -0.077 0.213 0.0000
H -0.16667 -2.30260 -6.51539 0.839 0.587 0.023 0.0001
H -1.79110 -2.30509 -6.17145 -0.595 -0.047 0.204 0.0000
H -1.01315 -4.26814 -5.28722 -0.197 -0.044 0.038 0.0000
H -1.10309 -3.32587 -3.79853 -0.202 0.183 0.008 0.0000
H 1.11024 -3.89182 -5.46259 0.967 -0.309 -0.026 0.0000
H 0.91369 -2.32449 -3.08894 0.348 0.321 0.318 0.0001
H 1.62357 -1.74721 -4.60016 -0.259 0.232 -0.206 0.0001
H 2.95503 -3.89716 -2.95045 -0.145 -0.620 -0.354 0.0005
H 3.28762 -2.26567 -2.82474 0.380 0.635 -0.333 0.0001
H 5.64316 -3.08707 -5.34093 0.208 -0.597 0.023 0.0003
H 5.30919 -4.18967 -3.90768 0.137 -0.305 -0.249 0.0002
H 5.49920 -2.45465 -3.75069 -0.182 0.249 0.344 0.0004
C 0.51259 3.21956 -7.10345 0.725 -0.038 0.471 0.0016
O 0.82500 3.35062 -5.72242 -0.693 0.639 -0.686 0.0023
C 2.19347 3.20493 -5.41105 -0.425 -0.347 1.571 0.0070
C 2.30260 3.47290 -3.86726 0.441 1.033 -0.935 0.0062
N 1.27212 2.78073 -3.11461 0.737 -1.466 0.052 0.0219
C 1.61766 1.33523 -3.06113 -0.806 -0.930 2.044 0.0022
C 2.79378 0.88389 -2.17387 -0.399 0.254 -0.322 0.0026
O 3.97330 1.09636 -2.88447 2.196 0.467 -1.182 0.0103
C 5.21566 0.63084 -2.33755 -1.012 -0.290 1.106 0.0404
H -0.56847 3.20153 -7.24161 0.102 -0.097 0.189 0.0002
H 0.98992 2.31480 -7.47985 -0.228 -0.343 -0.210 0.0003
H 0.93452 4.03662 -7.68866 -0.015 0.311 0.006 0.0004
H 2.86453 3.82419 -6.00628 -0.080 0.281 -0.006 0.0034
H 2.43348 2.15458 -5.57619 0.446 -0.163 -0.162 0.0006
H 2.21487 4.52123 -3.58194 -0.024 0.325 -0.676 0.0035
H 3.30255 3.18572 -3.54208 -0.157 -0.267 0.040 0.0034
H 0.45014 2.74884 -3.70065 -0.478 0.634 -0.048 -0.0009
H 1.68256 0.79269 -4.00428 0.323 0.523 -0.526 0.0009
H 0.74503 0.87831 -2.59440 -0.092 -0.027 0.230 0.0004
H 2.67176 -0.18561 -2.00246 -0.180 -0.299 0.148 0.0004
H 2.82449 1.38143 -1.20454 -0.282 0.148 0.124 0.0023
H 5.21427 -0.45503 -2.24269 -0.013 -0.335 -0.333 0.0009
H 5.34119 0.97183 -1.30990 -0.102 0.349 0.269 0.0240
H 6.12706 0.93839 -2.85025 -0.587 0.241 -0.628 0.0145
C 0.74848 1.97434 4.08450 -0.074 1.643 0.245 0.0175
O 0.64374 2.73923 5.34463 0.271 -1.524 -0.262 0.0187
C -0.54164 3.50651 5.55368 0.488 -0.293 -1.428 0.0044
C -0.60933 4.15473 6.93062 -0.218 -0.691 -1.485 0.0035
N 0.39433 5.18278 7.07840 -1.158 0.123 0.451 0.0018
C 0.34377 5.70886 8.44079 2.028 1.315 -0.257 0.0020
C 1.26600 6.98133 8.54253 -1.891 -1.315 0.375 0.0056
O 2.54330 6.51264 8.40138 2.531 0.253 0.016 0.0199
C 3.55274 7.44250 8.82338 -0.134 -0.450 -0.316 0.0147
H 1.74819 1.54781 4.00236 -0.017 0.220 0.386 0.0215
H 0.60795 2.66776 3.25533 0.190 0.235 -0.130 0.0008
H 0.04220 1.18407 3.83006 -0.504 -0.152 1.031 0.0007
H -1.40555 2.88657 5.31402 -0.341 -0.149 0.431 0.0013
H -0.52085 4.27293 4.77890 -0.220 0.523 -0.014 0.0009
H -0.59514 3.33898 7.65344 0.239 -0.054 0.523 0.0008
H -1.59739 4.61317 6.97147 -0.115 0.096 0.166 0.0003
H 1.29865 4.77902 6.88022 0.265 0.117 0.151 0.0033
H 0.79978 4.97155 9.10150 -0.131 -0.038 0.562 0.0006
H -0.63136 5.98577 8.84148 -0.323 -0.267 -0.638 0.0001
H 1.10877 7.39881 9.53705 -0.013 0.351 0.258 0.0005
H 1.01941 7.71570 7.77572 -0.174 0.144 -0.113 0.0019
H 4.53479 7.12726 8.47080 -0.218 -0.310 -0.222 0.0027
H 3.62915 7.48502 9.90986 -0.306 0.071 0.214 0.0009
H 3.38613 8.44348 8.42539 -0.230 0.103 -0.030 0.0013
C 4.19300 -2.33803 -0.09004 1.197 0.751 -0.006 0.0208
O 5.33755 -3.04319 -0.61431 -0.583 -0.019 -0.420 0.0066
C 6.56411 -2.50145 -0.15801 1.138 -0.829 -0.541 0.0254
C 7.82244 -3.21573 -0.80074 -0.952 0.148 -1.019 0.0052
N 7.90347 -3.19857 -2.30647 0.873 0.169 0.629 0.0009
C 9.08632 -3.95497 -2.85722 -1.742 0.979 -0.350 0.0018
C 9.07625 -3.97952 -4.41785 0.077 -1.231 0.508 0.0011
O 8.02696 -4.82993 -4.89708 -0.428 0.275 1.461 0.0001
C 8.01672 -5.09765 -6.25542 0.448 -0.001 -0.626 0.0003
H 3.25787 -2.43884 -0.64092 0.248 -1.041 -0.111 0.0012
H 4.38349 -1.27223 -0.21603 0.149 0.304 0.405 0.0085
H 4.08965 -2.56251 0.97158 -0.278 -0.009 0.021 0.0100
H 6.70437 -2.68192 0.90775 -0.227 -0.008 0.365 0.0054
H 6.60807 -1.42039 -0.29018 -0.036 0.136 -0.346 0.0137
H 7.86985 -4.24674 -0.45021 -0.262 -0.315 0.201 0.0001
H 8.70627 -2.74388 -0.37143 0.039 0.306 -0.185 0.0037
H 7.08178 -3.65401 -2.67728 -0.214 -0.015 0.093 0.0000
H 9.04488 -4.97100 -2.46469 0.294 -0.377 -0.228 0.0000
H 10.01168 -3.49042 -2.51665 -0.023 0.128 -0.030 0.0008
H 10.01643 -4.44903 -4.70718 0.387 0.009 -0.125 0.0002
H 9.02866 -3.01356 -4.92059 -0.177 0.321 0.354 0.0010
H 7.05957 -5.51173 -6.57246 -0.209 0.332 0.289 0.0001
H 8.74474 -5.85770 -6.53898 0.444 -0.141 0.089 0.0000
H 8.25707 -4.19852 -6.82277 -0.185 0.167 -0.288 0.0001
C -4.73366 -2.12186 2.87952 -0.893 -0.265 0.451 0.0004
C -4.79432 -1.69993 4.34212 0.792 0.154 -0.264 0.0008
O -6.14082 -1.64094 4.78772 -0.290 -0.296 -0.362 0.0005
H -3.73283 -2.05823 2.45245 -0.113 0.325 0.087 0.0001
H -5.45721 -1.49095 2.36326 0.268 0.063 -0.417 0.0000
H -5.07158 -3.15080 2.75632 -0.045 -0.098 0.042 0.0001
H -4.33995 -0.71056 4.39499 0.072 0.227 0.212 0.0005
H -4.17588 -2.36743 4.94219 -0.080 -0.119 0.231 0.0000
H -6.19199 -1.53092 5.74002 0.281 0.028 -0.018 0.0002
C -4.75415 2.35661 1.80475 0.160 1.221 -0.905 0.0003
C -5.44902 3.44674 0.88566 0.232 -2.178 1.335 0.0002
O -6.09942 4.36859 1.74983 -0.019 0.100 -0.582 0.0002
H -4.41830 1.53001 1.17861 -0.001 0.029 0.115 0.0000
H -5.39770 1.97373 2.59680 -0.435 0.151 -0.315 0.0001
H -3.88596 2.76851 2.31922 0.118 0.065 -0.135 0.0002
H -6.15209 2.85809 0.29636 -0.554 0.148 -0.070 0.0000
H -4.81497 3.91565 0.13319 0.527 0.180 0.400 0.0000
H -6.70423 4.84382 1.17541 -0.163 0.339 0.225 0.0000
C -2.21466 -4.55535 -1.10184 -0.186 0.877 -0.756 0.0015
C -3.51383 -4.38367 -0.28688 1.820 0.646 -0.110 0.0006
O -4.09959 -5.61020 -0.07505 -0.976 -1.626 0.431 0.0006
H -2.39942 -4.78163 -2.15196 -0.142 -0.527 0.060 0.0000
H -1.54207 -5.28551 -0.65174 -0.302 -0.325 0.024 0.0013
H -1.59795 -3.65884 -1.16545 -0.201 0.433 0.321 0.0002
H -4.30598 -3.76390 -0.70699 0.461 0.276 -0.255 0.0000
H -3.15780 -3.96952 0.65642 -0.439 0.461 0.312 0.0003
H -3.54639 -6.10179 0.53643 -0.033 -0.174 -0.035 0.0004